*A*
Formula: C4H16NO2
Source: the OMol25 dataset
Level of theory: wB97M-V/def2-TZVPD

XYZ file:
```
23
Properties=species:S:1:pos:R:3:lowdin_charge:R:1
C -1.1089 0.1582 0.6767 -0.1441
C -1.4818 0.2096 -0.7793 -0.1924
C -0.8105 1.4598 -1.4640 -0.2100
C 0.6997 1.2226 -1.2713 -0.1031
N -0.1149 -0.9538 1.0331 0.1929
H -0.6609 1.0975 1.0152 0.1189
H -1.8443 -0.0275 1.4999 0.1479
H -1.1597 -0.6649 -1.3753 0.1135
H -2.5556 0.2728 -0.9654 0.1171
H -1.0810 1.3664 -2.5205 0.1152
H -1.1570 2.3696 -0.9941 0.1094
H 1.0227 1.4206 -0.2497 0.0731
H 1.2434 1.7559 -2.0552 0.0836
H 0.9273 0.1811 -1.5652 0.0480
H -0.6187 -1.7684 1.3936 0.1689
H 0.3633 -0.6094 1.8702 0.1000
H 0.5361 -1.2979 0.3168 0.1348
H 2.0267 -2.7237 -1.9645 0.0624
H 1.1052 -1.7677 -2.5606 0.0429
O 1.1442 -2.3582 -1.7962 -0.0619
H 1.6122 0.7550 4.1179 0.0750
H 0.9199 -0.4201 4.1342 0.0686
O 0.9926 0.3223 3.5039 -0.0608
```

Gap between HOMO and LUMO: 11.6593 eV
HOMO energy: -14.7395 eV
Lowest unoccupied orbital energy: -3.1 eV
Net charge: +1

*B*
Formula: C4H16NO2
Source: the OMol25 dataset
Level of theory: wB97M-V/def2-TZVPD

XYZ file:
```
23
Properties=species:S:1:pos:R:3:lowdin_charge:R:1
C -0.0246 0.1989 2.3342 -0.0694
C -0.1296 -0.6733 1.1161 -0.1739
N 0.7393 -0.1110 -0.0172 0.0244
C 0.9515 -1.1562 -1.1105 -0.1778
C 2.2507 -0.8741 -1.8013 -0.0648
H -0.8959 -0.0905 2.9365 0.0951
H 0.8497 -0.0186 2.9427 0.0897
H -0.2044 1.2502 2.1131 0.0813
H -1.1095 -0.6730 0.6435 0.1156
H 0.1612 -1.7015 1.3114 0.1278
H 0.3560 0.7562 -0.4219 0.1410
H 1.6483 0.1654 0.3498 0.1657
H 0.9304 -2.1228 -0.6163 0.1227
H 0.0248 -1.0420 -1.6726 0.1140
H 2.5636 0.1663 -1.8903 0.0895
H 2.3996 -1.4212 -2.7238 0.0899
H 3.0472 -1.2790 -1.1473 0.0941
H -3.0433 1.0140 0.8867 0.0460
H -3.1417 2.5444 0.8805 0.0988
O -2.5622 1.7882 0.6611 -0.0255
H -1.7604 1.0633 -2.3721 0.0801
H -1.8119 1.2759 -0.8405 0.0035
O -1.2390 0.9406 -1.5622 -0.0681
```

Gap between HOMO and LUMO: 12.6148 eV
HOMO energy: -15.3269 eV
Lowest unoccupied orbital energy: -2.7 eV
Net charge: +1

Which is the most stable structure? *B* is the most stable.

*A*
Formula: C4H16NO2
Source: the OMol25 dataset
Level of theory: wB97M-V/def2-TZVPD

XYZ file:
```
23
Properties=species:S:1:pos:R:3:lowdin_charge:R:1
C 0.6184 2.2783 0.5670 -0.0215
C 0.2148 0.8120 0.8428 -0.3393
C -1.2001 0.5731 1.3075 -0.2177
C -1.5676 -0.7988 1.8850 -0.0548
N 0.5164 -0.0692 -0.3920 0.1950
H 0.9284 2.7923 1.4772 0.0976
H -0.2879 2.8393 0.3478 0.0891
H 1.4117 2.3105 -0.1724 0.0876
H 1.0406 0.4728 1.4640 0.1435
H -1.3791 1.3955 2.0092 0.1265
H -1.7805 0.8203 0.4003 0.1283
H -2.3276 -1.2910 1.2902 0.0810
H -0.7009 -1.3777 1.4933 0.0573
H -1.5540 -0.8366 2.9810 0.0960
H 0.0662 -0.9778 -0.4660 0.1422
H 0.4117 0.4652 -1.2624 0.1422
H 1.5318 -0.2608 -0.3600 0.1286
H -1.7228 0.5732 -3.5175 0.0503
H -1.0509 -0.6727 -3.3552 0.0555
O -1.5070 -0.0214 -2.7937 -0.0594
H 2.1705 -2.4310 0.2835 0.0511
H 2.7792 -2.8083 -1.1688 0.0601
O 2.5881 -2.1254 -0.5269 -0.0392
```

Gap between HOMO and LUMO: 12.4289 eV
HOMO energy: -15.5422 eV
Lowest unoccupied orbital energy: -3.1 eV
Net charge: +1

*B*
Formula: C4H16NO2
Source: the OMol25 dataset
Level of theory: wB97M-V/def2-TZVPD

XYZ file:
```
23
Properties=species:S:1:pos:R:3:lowdin_charge:R:1
C 0.8410 -1.0899 -2.0773 -0.0322
C 0.6178 0.2657 -1.4319 -0.3330
N -0.3796 0.0250 -0.2735 0.0231
C -1.8215 0.0269 -0.5584 -0.0140
C 1.8520 0.8027 -0.7512 -0.0779
H 1.2174 -1.7700 -1.3166 0.0955
H 1.5837 -1.0956 -2.8691 0.0957
H -0.0785 -1.4239 -2.5698 0.0910
H 0.1924 1.0876 -2.0082 0.1568
H -0.2070 -0.8402 0.2396 0.1484
H -0.1124 0.7636 0.3876 0.1191
H -2.3362 -0.8565 -0.2063 0.0776
H -2.2772 0.8856 -0.0622 0.1115
H -2.0875 0.1544 -1.6097 0.1079
H 2.7567 0.8817 -1.3881 0.1060
H 2.3996 0.1892 -0.0240 0.1007
H 1.7612 1.8516 -0.4730 0.0877
H -1.9589 -1.4799 2.9325 0.0734
H -2.2880 -2.1928 1.5104 0.0419
O -1.6568 -1.6874 2.0270 -0.0551
H 0.5726 2.3563 2.7632 0.0674
H 1.3683 1.0680 2.5347 0.0581
O 0.8303 1.7233 2.0756 -0.0496
```

Gap between HOMO and LUMO: 12.6817 eV
HOMO energy: -15.4477 eV
Lowest unoccupied orbital energy: -2.8 eV
Net charge: +1

Which is the most stable structure? *B* is the most stable.

*A*
Formula: C5H11NO2
Source: the OMol25 dataset
Level of theory: wB97M-V/def2-TZVPD

XYZ file:
```
19
Properties=species:S:1:pos:R:3:lowdin_spin:R:1
O 0.9230 0.7876 1.5622 0.2877
C 1.3434 0.6764 0.3922 0.3773
C 0.4625 1.1154 -0.8047 0.0585
C -0.9474 0.4606 -0.5436 0.0262
C -0.8783 -1.0455 -0.5989 0.0371
C -1.5595 -1.8232 0.2398 0.0288
N 0.2661 2.5981 -0.5718 0.0395
H 2.3452 0.4026 -0.0112 0.0503
H 0.7144 1.0196 -1.8554 0.0041
H -1.6859 0.8354 -1.2598 0.0052
H -1.2471 0.7696 0.4577 0.0006
H -0.1712 -1.4586 -1.3151 0.0138
H -1.4867 -2.9029 0.2885 0.0026
H -2.2380 -1.3795 0.9645 0.0052
H -0.0408 2.7635 0.3769 0.0022
H -0.2766 3.0786 -1.2904 0.0075
H 1.9850 -1.8976 0.7228 0.0180
H 0.7842 -1.8667 1.6169 0.0045
O 1.7077 -2.1333 1.6295 0.0311
```

Gap between HOMO and LUMO (alpha / beta): 4.1344 / 7.6997 eV
HOMO energy (alpha / beta): -0.0249 / -3.6756 eV
Lowest unoccupied orbital energy (alpha / beta): 4.1 / 4.0 eV
2S+1: 2
Net charge: -1

*B*
Formula: C5H11NO2
Source: the OMol25 dataset
Level of theory: wB97M-V/def2-TZVPD

XYZ file:
```
19
Properties=species:S:1:pos:R:3:lowdin_spin:R:1
C 0.6131 1.0516 -0.1857 0.0438
N 1.6821 1.3911 0.8322 0.0214
C 1.8916 0.4707 1.7557 0.0024
O 1.1739 -0.4712 2.1394 0.0023
C -0.9041 0.5532 0.2404 0.0741
C -1.8201 0.3167 -0.9459 0.6041
C -1.9895 -1.0732 -1.5336 0.0652
O -0.5564 -1.3815 -1.9267 0.0884
H 0.3633 2.0486 -0.6889 0.0019
H 1.0640 0.3819 -0.9060 0.0023
H 0.9960 -2.2798 -0.0326 0.0010
H 2.9620 0.6062 2.3211 0.0008
H -1.1823 1.4222 1.0226 0.0140
H 0.9057 -2.1728 0.6009 0.0004
H -2.4107 1.1423 -1.4126 0.0366
H -0.9547 -0.3395 0.9129 0.0054
H -2.1814 -1.9017 -0.6111 0.0253
H -2.6121 -1.2693 -2.3866 0.0025
H -0.4096 -0.4682 -2.3328 0.0082
```

Gap between HOMO and LUMO (alpha / beta): 6.9207 / 6.3429 eV
HOMO energy (alpha / beta): -3.2610 / -3.3097 eV
Lowest unoccupied orbital energy (alpha / beta): 3.7 / 3.0 eV
2S+1: 2
Net charge: -1

Which is the most stable structure? *A* is the most stable.

*A*
Formula: C2H7ClN3
Source: the OMol25 dataset
Level of theory: wB97M-V/def2-TZVPD

XYZ file:
```
13
Properties=species:S:1:pos:R:3:lowdin_charge:R:1
C 0.8162 0.3945 -0.0159 0.0275
C 2.2396 0.1084 -0.4615 -0.6322
N 1.1448 1.5879 0.3641 0.1028
N 2.4706 1.4748 0.1900 0.0205
N -1.6877 -1.3502 0.3113 0.0301
Cl 3.2370 -1.1961 0.1207 0.7162
H -0.1145 -0.3145 -0.0705 0.1200
H 2.4158 0.3393 -1.5952 0.1697
H 0.4888 2.2851 0.6754 0.1997
H 3.2097 1.9792 -0.2303 0.1421
H -1.8669 -2.2709 -0.0029 0.0315
H -2.0213 -0.7622 -0.4389 0.0353
H -2.1793 -1.0790 1.1342 0.0367
```

Gap between HOMO and LUMO: 9.5915 eV
HOMO energy: -14.4093 eV
Lowest unoccupied orbital energy: -4.8 eV
Net charge: +1

*B*
Formula: C2H7ClN3
Source: the OMol25 dataset
Level of theory: wB97M-V/def2-TZVPD

XYZ file:
```
13
Properties=species:S:1:pos:R:3:lowdin_charge:R:1
C -0.4579 0.0518 -0.2567 -0.3689
C -0.1077 1.0806 -1.1482 0.0457
N -0.0224 0.7484 0.8087 0.0281
N 0.4481 1.7715 -0.0710 0.0757
N -1.1772 -1.1481 0.0339 0.2270
Cl 2.9816 -1.6043 0.7917 0.2601
H 2.0458 -0.9904 0.0385 -0.2504
H -0.2517 1.3922 -2.1111 0.0899
H -0.7058 0.9661 1.5145 0.1531
H 1.2453 2.2533 0.0077 0.1006
H -0.4920 -1.9100 -0.2377 0.1919
H -2.1089 -1.3722 -0.4700 0.2214
H -1.3972 -1.2388 1.0998 0.2258
```

Gap between HOMO and LUMO: 8.8443 eV
HOMO energy: -13.1412 eV
Lowest unoccupied orbital energy: -4.3 eV
Net charge: +1

Which is the most stable structure? *A* is the most stable.

*A*
Formula: C8H18O2
Source: the OMol25 dataset
Level of theory: wB97M-V/def2-TZVPD

XYZ file:
```
28
Properties=species:S:1:pos:R:3:lowdin_charge:R:1
C 1.8013 0.4658 0.0709 -0.5394
C 0.3097 -0.5522 0.0783 -0.4613
C -0.6928 0.5139 0.2184 -0.1233
C -2.2519 -0.2441 0.3274 -0.1929
C 1.9136 1.4795 -1.0582 -0.0046
C 0.2590 -1.3270 -1.2270 -0.0447
C 0.4191 -1.4821 1.2778 -0.0425
C -3.3181 0.7597 -0.0698 -0.1431
O 2.9038 -0.3999 -0.0850 -0.0070
O 1.8777 1.0935 1.3283 0.0006
H 2.6816 1.6332 1.3596 0.1103
H 2.9256 -0.9922 0.6758 0.0913
H -0.7537 1.1514 -0.6604 0.1001
H -0.5737 1.0888 1.1330 0.1136
H -2.3702 -0.5444 1.3681 0.0883
H -2.3246 -1.1407 -0.2879 0.0872
H 1.7410 1.0013 -2.0179 0.0851
H 1.2034 2.2892 -0.9147 0.0828
H 2.9220 1.9031 -1.0599 0.0917
H 1.2615 -1.6775 -1.4728 0.0847
H -0.3868 -2.1977 -1.1299 0.0804
H -0.1033 -0.7107 -2.0463 0.0853
H 1.2490 -2.1773 1.1448 0.0828
H 0.5641 -0.9115 2.1921 0.0894
H -0.4837 -2.0811 1.3763 0.0817
H -3.2562 1.6546 0.5501 0.0702
H -3.1957 1.0609 -1.1113 0.0682
H -4.3217 0.3433 0.0403 0.0652
```

Gap between HOMO and LUMO: 9.7431 eV
HOMO energy: -8.9819 eV
Lowest unoccupied orbital energy: 0.8 eV
SMILES: CCCC(C)(C)C(C)(O)O
Net charge: 0

*B*
Formula: C8H18O2
Source: the OMol25 dataset
Level of theory: wB97M-V/def2-TZVPD

XYZ file:
```
28
Properties=species:S:1:pos:R:3:lowdin_charge:R:1
C 0.1831 0.4515 -0.4420 -0.3726
C 0.2351 -0.5690 0.4988 -0.3924
C -1.9402 0.7563 0.6248 -0.3106
C -0.2563 0.2619 -1.8661 -0.0521
C 0.8840 1.7639 -0.1816 -0.0451
C 0.6662 -0.2770 1.9178 -0.0474
C 2.2435 -1.0914 -0.6393 -0.0024
C -0.4140 -1.9160 0.3259 -0.0609
O -2.0970 2.1246 0.7255 -0.0138
O -2.9241 0.2568 -0.2335 -0.0142
H -2.6232 -0.5436 -0.6756 0.0750
H -2.1382 2.4872 -0.1695 0.1004
H -2.0300 0.3451 1.6343 0.1227
H 0.5953 0.3838 -2.5385 0.0901
H -0.7025 -0.7091 -2.0670 0.0690
H -0.9937 1.0290 -2.1224 0.0908
H 1.7971 1.6339 0.3974 0.0820
H 1.1468 2.2566 -1.1185 0.0857
H 0.2365 2.4375 0.3861 0.0779
H 0.2514 -2.6871 0.7202 0.0906
H 0.5092 0.7622 2.2032 0.0829
H 1.7281 -0.5010 2.0417 0.0847
H 0.1136 -0.8992 2.6243 0.0856
H 2.8681 -0.2401 -0.8977 0.0064
H 1.9511 -1.6836 -1.5028 0.0060
H 2.6805 -1.6929 0.1544 0.0020
H -0.6316 -2.1642 -0.7104 0.0716
H -1.3387 -1.9760 0.9102 0.0882
```

Gap between HOMO and LUMO (alpha / beta): 7.0434 / 7.3076 eV
HOMO energy (alpha / beta): -6.4033 / -6.6595 eV
Lowest unoccupied orbital energy (alpha / beta): 0.6 / 0.6 eV
Net charge: 0

Which is the most stable structure? *A* is the most stable.

*A*
Formula: C20H23N3O3
Source: the OMol25 dataset
Level of theory: wB97M-V/def2-TZVPD

XYZ file:
```
49
Properties=species:S:1:pos:R:3:lowdin_charge:R:1
C -2.7402 1.6634 3.2047 -0.0223
C -3.5254 1.4145 1.9474 -0.2067
C -4.9127 1.3556 1.9522 -0.0254
C -5.5816 1.1260 0.7626 -0.1298
N -4.9741 0.9655 -0.4097 0.1048
C -3.6434 1.0279 -0.4356 -0.2712
C -2.9784 0.8908 -1.7761 -0.0105
C -2.8910 1.2366 0.7213 -0.0680
C -1.3950 1.3166 0.6250 -0.4665
O -0.8041 2.3504 0.3562 0.0801
N -0.7423 0.1514 0.8604 0.1027
C 0.7016 0.0750 0.7599 -0.0977
C 1.1783 0.0834 -0.7006 -0.2697
C 0.8290 -1.2031 -1.4380 -0.0770
C 1.6402 -2.3630 -0.9260 -0.1757
C 1.1482 -3.6650 -0.9864 -0.0389
C 1.8934 -4.7316 -0.5161 -0.0860
C 3.1480 -4.5007 0.0353 -0.0839
C 3.6385 -3.2094 0.1064 -0.0361
C 2.8967 -2.1329 -0.3745 -0.1529
C 3.4902 -0.7510 -0.2668 -0.0842
N 2.6144 0.2998 -0.7697 -0.0105
C 3.1774 1.5504 -0.8657 -0.4162
O 4.3546 1.7289 -0.6388 0.0898
C 2.2480 2.6835 -1.3051 -0.1708
O 2.9767 3.8665 -1.5158 -0.0278
H -1.9759 2.4240 3.0415 0.0892
H -3.3938 1.9944 4.0095 0.0799
H -2.2342 0.7536 3.5339 0.0880
H -5.4675 1.4917 2.8715 0.1096
H -6.6646 1.0725 0.7469 0.1058
H -2.5856 1.8559 -2.1023 0.0930
H -2.1386 0.1936 -1.7431 0.0653
H -3.7049 0.5429 -2.5056 0.0800
H -1.2840 -0.6727 1.0566 0.1539
H 1.1335 0.9341 1.2765 0.1366
H 1.0350 -0.8310 1.2681 0.1356
H 0.6787 0.9123 -1.1959 0.1234
H -0.2380 -1.4156 -1.3351 0.1088
H 1.0194 -1.0514 -2.5040 0.1353
H 0.1654 -3.8382 -1.4109 0.1123
H 1.4986 -5.7375 -0.5731 0.1014
H 3.7395 -5.3256 0.4102 0.1022
H 4.6154 -3.0265 0.5402 0.1184
H 3.7658 -0.5522 0.7763 0.1402
H 4.4226 -0.7010 -0.8292 0.1378
H 1.7675 2.3897 -2.2452 0.1312
H 1.4510 2.8103 -0.5671 0.1105
H 2.6478 4.5473 -0.9259 0.0917
```

Gap between HOMO and LUMO: 9.5009 eV
HOMO energy: -9.0778 eV
Lowest unoccupied orbital energy: 0.4 eV
SMILES: Cc1ccnc(C)c1C(=O)NC[C@@H]1Cc2ccccc2CN1C(=O)CO
Net charge: 0

*B*
Formula: C20H23N3O3
Source: the OMol25 dataset
Level of theory: wB97M-V/def2-TZVPD

XYZ file:
```
49
Properties=species:S:1:pos:R:3:lowdin_charge:R:1
C -5.4639 -0.4122 -0.1881 0.0354
H -6.2724 -0.0927 -0.7738 0.0578
O -4.3576 -0.3168 -1.2896 -0.0678
C -3.1912 -0.7832 -0.9304 -0.4180
C -2.8294 -1.3176 0.2150 -0.0736
C -1.5861 -1.5516 0.6799 -0.0977
C -0.6776 -1.5356 -0.2152 -0.2696
C -1.0004 -0.9957 -1.7841 0.1399
C -2.3420 -0.6675 -2.0135 0.0186
H -2.5593 -0.4269 -2.9116 0.0570
H -0.2965 -0.7658 -2.4241 0.0337
O 0.6372 -1.6291 -0.3376 -0.1145
C 1.2456 -2.3023 0.9204 -0.1102
C 2.7331 -2.3737 0.9527 -0.2613
H 2.8727 -2.9616 -0.1754 0.1982
H 2.8703 -3.2234 1.8206 0.1880
C 3.7061 -1.4472 1.1530 -0.1443
C 3.8114 -0.3225 0.0551 -0.3034
O 4.7995 0.7095 0.0086 -0.1381
N 3.0247 -0.3586 -0.9847 0.0540
H 2.1848 -0.9936 -1.1169 0.1416
C 2.9570 0.6428 -2.0355 -0.1312
H 4.0869 0.7155 -2.5326 0.1864
C 2.5867 2.0167 -1.5860 -0.1825
C 1.4201 2.1125 -1.1665 -0.3937
N 0.2863 2.1374 -1.3482 0.2269
C -0.5820 1.8212 -0.2266 -0.1877
C -1.9304 2.3002 -0.1116 0.1428
C -2.5731 1.9578 1.2985 0.0188
C -1.6551 1.6757 2.3634 -0.1148
C -0.3087 1.6950 2.1224 -0.0237
C 0.1859 1.7172 0.7806 -0.2985
N 1.5299 1.7455 0.4443 0.1894
H 2.3280 1.4650 0.9273 0.0778
H 0.2719 1.3147 3.0348 0.1304
H -2.1062 1.8085 3.3016 0.0794
H -3.5312 2.1111 1.1633 0.0188
H -2.5913 2.3694 -0.6673 -0.0389
H 2.4501 2.6104 -2.6335 0.2043
H 3.3486 2.5354 -1.0864 0.1251
H 2.4833 0.1001 -2.8047 0.1069
H 4.5342 -1.6036 1.5318 0.0369
H 3.2915 -0.7642 2.0256 0.1818
H 1.0156 -1.4581 1.7929 0.1688
H 0.5663 -2.9476 1.2957 0.0730
H -1.1057 -1.8179 1.6196 0.1238
H -3.4792 -1.3023 1.2224 0.1657
H -5.5389 -1.5622 0.1767 0.1502
H -5.2494 0.3717 0.4375 0.0380
```

Gap between HOMO and LUMO: 7.9267 eV
HOMO energy: -7.3891 eV
Lowest unoccupied orbital energy: 0.5 eV
SMILES: COc1ccc(OCCCC(=O)NCCc2nc3ccccc3[nH]2)cc1
Net charge: 0

Which is the most stable structure? *A* is the most stable.